Molecular formula: C4H12NO3
Method: DFT, the ωB97M-V functional and the def2-TZVPD basis

Properties
Multiplicity: 1
Energy relative to the best compared isomer or geometry (same formula, charge and spin) (kcal per mole): 62.7
HOMO energy (hartree): -0.5419
Lowest unoccupied orbital energy (eV): -3.49
Charge: +1
Energy (eV): -11966.8775
Orbital gap (Ha): 0.4138

```
20
Properties=species:S:1:pos:R:3:forces:R:3:lowdin_charge:R:1
O -0.23317 -0.28906 2.98534 1.63 -0.22 0.28 0.068
C 0.74676 -0.15108 2.27567 -1.50 0.06 1.07 -0.157
C 0.40367 0.25973 0.87017 -3.50 -3.12 -0.61 -0.070
C 0.45587 -1.07339 -0.11644 3.99 0.25 0.47 -0.346
C 1.85519 -0.98602 -0.92130 -1.41 0.05 0.47 -0.003
O -0.50886 -0.99469 -1.06768 -2.29 1.85 0.26 -0.028
N -1.18440 0.66867 0.89587 1.35 0.97 -1.66 0.199
H 1.77952 -0.36496 2.63593 -0.45 0.16 -0.45 0.158
H 0.84926 1.06092 0.36546 0.99 1.09 -0.39 0.122
H 0.38909 -2.07897 0.36483 0.08 1.06 0.58 0.164
H 2.00686 0.07265 -1.19938 -0.16 -0.66 -0.47 0.087
H 2.76827 -1.30309 -0.44562 0.08 -0.24 0.70 0.075
H 1.70457 -1.68361 -1.76928 0.32 0.73 0.14 0.092
H -0.36265 -1.61147 -1.76009 0.17 -0.91 -0.93 0.105
H -1.19015 1.65195 0.47023 -0.65 -1.84 0.58 0.156
H -1.78803 0.63546 1.74858 1.37 -0.21 -0.39 0.173
H -1.57140 0.02253 0.16823 -0.08 0.84 0.42 0.128
H -1.70158 2.64681 -1.84339 0.43 1.85 1.02 0.051
H -2.18512 1.52824 -2.26457 -1.11 -1.22 1.04 0.082
O -2.23371 1.98938 -1.39257 0.74 -0.48 -2.12 -0.056
```
Forces are in eV/Å.

=====

Molecular formula: C5H8Br2O
Method: DFT, the ωB97M-V functional and the def2-TZVPD basis

Properties
Multiplicity: 1
Energy relative to the best compared isomer or geometry (same formula, charge and spin) (kcal per mole): 92.7
HOMO energy (hartree): -0.3098
Lowest unoccupied orbital energy (eV): 0.08
Charge: 0
Energy (eV): -147442.5194
Orbital gap (Ha): 0.3128

```
16
Properties=species:S:1:pos:R:3:forces:R:3:lowdin_charge:R:1
C 1.18210 -1.00942 -0.12917 0.23 3.22 -0.04 -0.893
C -0.19761 -0.54425 -0.21942 -0.40 3.67 2.92 -0.793
C 1.69238 -2.32367 0.04957 -0.97 -2.48 -0.46 -0.099
C -1.92674 2.07037 0.00455 -0.15 -1.54 1.59 -0.168
C -0.47804 1.79519 0.23449 -1.39 -3.53 -0.99 -0.064
O 0.52512 -0.68921 -1.32902 0.10 -0.71 -2.31 -0.045
Br 2.41447 0.43069 0.35647 0.45 -0.32 0.14 0.761
Br -1.69204 -1.57415 0.26896 -0.50 -0.42 -0.25 0.755
H 2.21848 -2.75943 -0.79199 0.82 0.56 -0.06 0.104
H 0.78006 -2.91371 -0.00829 -0.19 -0.59 0.55 0.065
H 2.16021 -2.46826 0.99793 0.42 -0.15 0.44 0.085
H -2.18223 1.34213 -0.75915 -0.68 0.72 -0.70 0.043
H -1.97829 3.15104 -0.25404 -0.82 -0.76 0.13 0.087
H -2.55477 1.67584 0.93593 1.23 1.52 -1.81 0.116
H -0.16898 1.97751 1.20703 1.19 0.11 1.56 0.033
H 0.20589 1.83932 -0.56383 0.66 0.69 -0.72 0.013
```
Forces are in eV/Å.

=====

Molecular formula: C2H2N3S2
Method: DFT, the ωB97M-V functional and the def2-TZVPD basis

Properties
Multiplicity: 1
Energy relative to the best compared isomer or geometry (same formula, charge and spin) (kcal per mole): 98.4
HOMO energy (alpha / beta) (hartree): -0.5207 / -0.5209
Lowest unoccupied orbital energy (alpha / beta) (eV): -6.76 / -6.76
Charge: +1
Energy (eV): -28232.3055
Orbital gap (alpha / beta) (Ha): 0.2723 / 0.2726

```
9
Properties=species:S:1:pos:R:3:forces:R:3:lowdin_charge:R:1
C 2.78018 0.38439 -0.21487 4.85 -7.82 1.50 -0.254
C 1.78812 1.20785 -0.52893 0.84 0.92 0.26 -0.208
N -0.02039 -0.24442 -0.60469 1.48 -0.59 -0.21 -0.291
N -1.69423 -1.52282 0.58476 0.39 0.54 -0.68 -0.265
N 0.51599 0.84673 -0.73721 -2.26 0.12 -0.43 0.074
S 3.85118 -1.12014 0.10954 -4.80 6.98 -1.44 0.695
S -1.06960 -1.37962 -0.78746 -0.34 0.54 1.36 1.083
H 1.97020 2.27797 -0.60549 0.02 -0.14 -0.09 0.136
H -2.35476 -2.26677 0.74371 -0.20 -0.54 -0.29 0.031
```
Forces are in eV/Å.

=====

Molecular formula: C2H3OP
Method: DFT, the ωB97M-V functional and the def2-TZVPD basis

Properties
Multiplicity: 3
Energy relative to the best compared isomer or geometry (same formula, charge and spin) (kcal per mole): 39.9
HOMO energy (alpha / beta) (hartree): -0.3105 / -0.3703
Lowest unoccupied orbital energy (alpha / beta) (eV): 0.79 / -2.52
Charge: 0
Energy (eV): -13452.6559
Orbital gap (alpha / beta) (Ha): 0.3394 / 0.2776

```
7
Properties=species:S:1:pos:R:3:forces:R:3:lowdin_charge:R:1
C 0.61062 0.49998 -0.68953 -0.45 -0.39 1.15 -0.207
C 0.60715 0.59666 0.65959 -0.51 -0.60 -1.10 -0.208
O -2.16793 0.10875 0.01130 -1.72 0.30 -0.05 -0.408
P -0.78316 -0.36405 0.04710 2.53 1.48 0.02 0.678
H 1.19978 0.90240 -1.49334 0.05 0.06 -0.21 0.053
H 1.18783 1.10346 1.40665 0.09 0.13 0.20 0.052
H -0.65428 -2.84720 0.05824 0.02 -0.96 -0.02 0.040
```
Forces are in eV/Å.

=====

Molecular formula: C19H21N3SZr
Method: DFT, the ωB97M-V functional and the def2-TZVPD basis

Properties
Multiplicity: 1
Energy relative to the best compared isomer or geometry (same formula, charge and spin) (kcal per mole): 16.5
HOMO energy (hartree): -0.8019
Lowest unoccupied orbital energy (eV): -15.50
Charge: +4
Energy (eV): -36588.1003
Orbital gap (Ha): 0.2324

```
45
Properties=species:S:1:pos:R:3:forces:R:3:lowdin_charge:R:1
Zr 0.20121 0.30745 0.30651 -0.46 0.65 0.36 1.871
C -1.02447 2.98824 1.20875 0.02 0.01 -0.05 0.008
C -1.43245 2.79898 -0.22390 0.06 -0.14 0.04 -0.258
C -2.01550 3.76996 -1.01387 0.03 0.01 0.01 0.073
C -2.34407 3.45321 -2.32603 -0.03 0.09 -0.05 0.093
C -2.14472 2.15765 -2.82479 -0.11 -0.02 0.16 0.084
C -1.61713 1.21213 -1.98432 0.05 0.01 -0.33 -0.162
N -1.21276 1.55291 -0.71934 0.16 -0.06 0.02 -0.070
C -1.44382 -0.22688 -2.27442 -0.18 0.28 -0.39 -0.159
C -2.00103 -0.93155 -3.32435 -0.05 0.41 0.01 0.088
C -1.86336 -2.30951 -3.33895 -0.13 -0.27 -0.32 0.082
C -1.23688 -2.96992 -2.29024 0.18 -0.13 0.29 0.088
C -0.69601 -2.20814 -1.27658 0.26 -0.70 0.22 -0.161
N -0.75188 -0.86622 -1.31528 0.59 0.56 0.57 -0.022
C -0.11404 -2.70695 -0.00319 0.08 0.01 -0.36 -0.143
C 0.15095 -4.00664 0.34040 -0.14 0.05 0.05 0.086
C 0.57218 -4.27790 1.64970 0.04 -0.10 0.01 0.101
C 0.71925 -3.25414 2.58203 0.05 -0.02 0.03 0.073
C 0.50632 -1.95937 2.17191 -0.05 0.13 -0.17 -0.256
C 0.62612 -0.74063 3.03978 0.00 -0.07 0.16 0.011
N 0.13235 -1.69134 0.88899 -0.19 -0.68 0.11 -0.089
H -1.86100 3.32114 1.82860 -0.03 -0.02 -0.01 0.140
H -0.19858 3.68973 1.33316 -0.02 0.02 -0.01 0.113
H -0.72424 2.01609 1.68371 -0.05 0.09 0.05 0.028
H -2.21221 4.75616 -0.61127 0.00 0.01 0.00 0.161
H -2.78083 4.21067 -2.96770 0.00 0.00 0.00 0.160
H -2.43314 1.91410 -3.83867 0.00 -0.01 0.00 0.151
H -2.56328 -0.43478 -4.10404 0.01 0.03 0.02 0.152
H -2.29155 -2.88291 -4.15355 0.00 0.00 0.00 0.161
H -1.20107 -4.05111 -2.26649 0.00 0.00 0.01 0.152
H 0.00321 -4.81424 -0.36455 0.00 -0.01 0.01 0.152
H 0.76184 -5.30424 1.94579 -0.01 0.00 0.00 0.162
H 0.99098 -3.46829 3.60877 0.00 -0.01 0.00 0.162
H 0.11431 -0.87185 3.99804 -0.05 0.00 -0.04 0.145
H 0.09003 0.14607 2.60432 0.06 -0.03 0.19 0.038
H 1.65970 -0.46920 3.25479 -0.03 0.01 -0.02 0.094
C 3.44204 1.46188 2.44638 -0.06 -0.08 -0.06 -0.242
S 2.26505 1.71781 1.06861 -0.06 0.08 -0.23 0.792
C 3.12667 1.24518 -0.44659 -0.01 -0.27 -0.44 -0.305
H 4.23222 2.19391 2.27979 0.02 0.00 0.02 0.087
H 3.82239 0.44399 2.43917 0.04 0.00 -0.02 0.073
H 2.90614 1.69772 3.36437 0.01 0.05 0.00 0.073
H 3.90902 0.51255 -0.24758 -0.02 0.02 0.06 0.087
H 3.52375 2.11263 -0.97325 -0.02 0.07 0.10 0.087
H 2.40828 0.76567 -1.15461 0.06 0.05 -0.01 0.038
```
Forces are in eV/Å.

=====

Molecular formula: C42H40As2BaF2N2O3S3
Method: DFT, the ωB97M-V functional and the def2-TZVPD basis

Properties
Multiplicity: 1
Energy relative to the best compared isomer or geometry (same formula, charge and spin) (kcal per mole): 62.2
HOMO energy (hartree): -0.2246
Lowest unoccupied orbital energy (eV): 0.02
Charge: 0
Energy (eV): -213634.5897
Orbital gap (Ha): 0.2254

```
95
Properties=species:S:1:pos:R:3:forces:R:3:lowdin_charge:R:1
Ba -0.39365 -2.80780 0.36591 -4.18 -0.87 -1.78 1.976
C 1.96275 -4.45020 3.48131 0.56 -0.40 0.28 -0.043
O 0.81495 -3.81570 2.93931 -0.37 -0.11 -0.40 -0.052
C 0.64385 -2.50410 3.01551 0.54 0.60 1.54 -0.670
O -0.36905 -2.01140 2.54771 -0.44 0.72 2.05 -0.278
N 1.55845 -1.75150 3.65431 0.29 0.07 -0.02 0.043
N 1.44535 -0.35180 3.66041 -0.08 0.17 -0.07 0.082
H 1.85065 -5.50630 3.23961 0.03 0.13 0.03 0.110
H 1.99525 -4.33430 4.56681 -0.08 0.06 -0.04 0.108
H 2.88365 -4.08070 3.02171 -0.24 -0.02 0.05 0.028
H 2.49185 -2.08490 3.83631 -0.07 -0.07 -0.08 0.136
H 0.73845 -0.06730 4.33761 0.08 -0.17 -0.11 0.085
H 1.11175 -0.03720 2.74471 0.22 -0.19 0.30 0.018
C -2.00685 2.84320 -0.46299 0.14 0.21 -0.19 -0.454
C -2.30835 2.49430 0.98411 -0.17 0.06 0.04 -0.437
As -0.87695 1.32180 1.70141 -0.17 0.65 0.36 1.276
C -1.25775 1.71020 3.60581 0.11 -0.17 -0.17 -0.394
C -0.80495 2.82490 4.30081 0.15 0.11 -0.23 -0.102
C -1.23145 3.07440 5.59411 0.02 0.06 0.09 -0.083
C -2.08065 2.18670 6.23071 -0.02 -0.02 0.06 -0.092
C -2.49185 1.03990 5.57161 -0.10 -0.01 0.12 -0.089
C -2.09135 0.81130 4.26661 0.00 -0.21 -0.31 -0.133
C 0.61195 2.55780 1.35871 -0.04 -0.16 -0.05 -0.396
C 1.80535 2.01480 0.89391 -0.19 -0.32 0.05 -0.120
C 2.89475 2.82040 0.60971 0.14 0.05 -0.01 -0.076
C 2.80075 4.19150 0.77311 0.09 -0.03 -0.05 -0.082
C 1.60765 4.75110 1.19691 -0.06 0.14 0.04 -0.079
C 0.52355 3.94110 1.48471 -0.19 0.07 0.06 -0.141
As -1.71925 1.17580 -1.51729 -0.31 0.51 -0.26 1.303
C -1.90995 1.97970 -3.30149 0.08 -0.16 0.01 -0.409
C -1.62475 3.31210 -3.57819 0.08 0.04 0.43 -0.118
C -1.80745 3.83130 -4.84849 0.03 0.07 -0.08 -0.093
C -2.27015 3.01720 -5.86639 0.02 0.05 -0.07 -0.095
C -2.50865 1.67490 -5.61819 -0.04 -0.03 -0.12 -0.082
C -2.31765 1.15840 -4.35009 0.03 -0.20 0.27 -0.122
C -3.56295 0.59360 -1.23449 0.03 -0.04 0.07 -0.406
C -3.77505 -0.31730 -0.20709 0.27 -0.13 0.07 -0.172
C -5.04605 -0.76710 0.09751 -0.04 -0.02 0.13 -0.083
C -6.13245 -0.28940 -0.61739 -0.06 -0.01 0.05 -0.087
C -5.93745 0.64470 -1.61989 -0.15 -0.03 -0.03 -0.081
C -4.66025 1.08040 -1.92959 0.20 0.17 -0.13 -0.092
H -1.09575 3.45170 -0.51389 -0.15 -0.12 -0.08 0.044
H -2.82545 3.42530 -0.90679 0.12 -0.20 0.02 0.080
H -3.25875 1.95070 1.05471 0.23 0.03 0.08 0.059
H -2.41215 3.39690 1.60031 0.14 -0.21 -0.02 0.070
H -0.11275 3.50850 3.82811 -0.03 0.04 0.04 0.083
H -0.90605 3.96910 6.10581 0.08 0.04 0.03 0.104
H -2.41815 2.38720 7.23701 -0.01 -0.01 0.08 0.102
H -3.13165 0.33230 6.07871 -0.08 -0.07 -0.02 0.102
H -2.42445 -0.07890 3.73871 -0.02 0.02 0.10 0.095
H 1.87125 0.94110 0.73401 0.09 0.03 -0.02 0.085
H 3.81715 2.38250 0.25811 0.07 -0.07 -0.05 0.100
H 3.64875 4.82520 0.55831 0.06 0.03 -0.04 0.104
H 1.51795 5.82420 1.29951 0.00 0.04 0.02 0.105
H -0.40585 4.40390 1.79681 0.01 -0.02 0.00 0.100
H -1.25475 3.96110 -2.79369 -0.05 0.04 0.02 0.090
H -1.58925 4.87360 -5.04099 0.00 0.02 0.00 0.101
H -2.43195 3.42910 -6.85099 -0.01 0.00 -0.12 0.099
H -2.84705 1.03030 -6.41629 -0.02 -0.07 -0.05 0.104
H -2.48835 0.10690 -4.15119 -0.10 -0.07 -0.07 0.102
H -2.91625 -0.69180 0.35191 -0.20 -0.02 -0.09 0.061
H -5.19025 -1.49070 0.88891 0.00 -0.04 0.02 0.105
H -7.12805 -0.64320 -0.39269 -0.07 -0.02 0.03 0.100
H -6.78695 1.03000 -2.16669 -0.03 0.02 -0.06 0.102
H -4.51605 1.80060 -2.72569 -0.02 0.01 -0.02 0.102
F -2.18255 -4.03490 -2.45339 0.17 -1.03 -0.83 -0.144
C -2.43465 -3.04500 -1.52279 -0.19 -0.03 1.57 -0.543
F -2.43885 -1.87750 -2.29339 0.05 0.99 -0.77 -0.180
H -3.49385 -3.17530 -1.24609 -0.24 -0.06 -0.30 0.026
O 1.56315 -2.84380 -0.31329 2.86 -0.09 -1.05 -0.664
C 2.70435 -2.71330 -1.03239 1.10 0.25 -0.61 -0.649
C 2.60665 -1.59670 -2.06439 0.11 0.23 -0.01 -0.455
C 1.55665 -0.76530 -2.29659 0.03 -0.42 0.32 -0.122
C 1.81985 0.19260 -3.30529 -0.01 0.30 -0.18 -0.176
C 3.07025 0.07940 -3.81929 0.10 -0.27 0.11 -0.398
S 3.94485 -1.21390 -3.09369 -0.42 0.13 -0.05 1.058
C 3.83175 -2.34860 -0.07869 0.08 -0.14 0.33 -0.473
C 4.40485 -1.13770 0.16301 -0.09 -0.09 -0.14 -0.133
C 5.32855 -1.14860 1.23381 0.08 -0.05 0.22 -0.175
C 5.42725 -2.36600 1.82101 -0.25 -0.40 0.05 -0.393
S 4.40005 -3.52350 1.05751 0.30 0.49 0.02 1.028
C 3.03425 -3.96940 -1.82879 0.36 -0.35 0.13 -0.474
C 2.19195 -4.67240 -2.63539 -0.02 0.19 0.26 -0.106
C 2.83595 -5.71210 -3.34419 0.06 -0.06 -0.09 -0.178
C 4.16295 -5.78470 -3.07389 0.23 0.26 0.25 -0.404
S 4.64695 -4.58990 -1.93729 -0.38 -0.17 -0.36 1.013
H 0.61175 -0.84680 -1.77619 0.03 0.07 -0.05 0.051
H 1.09985 0.93200 -3.61879 -0.05 0.08 -0.10 0.092
H 3.53865 0.65220 -4.59489 0.02 0.19 -0.16 0.058
H 4.18805 -0.25250 -0.40679 -0.08 0.10 -0.20 0.097
H 5.89765 -0.28700 1.53601 0.09 0.12 0.10 0.102
H 6.04105 -2.67610 2.64651 0.17 0.04 0.09 0.060
H 1.14445 -4.44450 -2.72909 -0.22 0.10 -0.03 0.121
H 2.33365 -6.35910 -4.04059 -0.09 -0.16 -0.09 0.101
H 4.89285 -6.47130 -3.45409 0.10 -0.18 -0.13 0.057
```
Forces are in eV/Å.